Record 1
{
  "formula": "C3H13NO3",
  "method": "ωB97M-V/def2-TZVPD",
  "e_tot_ha": -402.5309,
  "lumo_energy_ev": 0.6,
  "de_lowest_kcal_mol": 31.1,
  "species": ["C", "C", "C", "N", "H", "H", "H", "H", "H", "H", "H", "O", "H", "H", "O", "H", "H", "O", "H", "H"],
  "coordinates": [[0.537, 0.903, 1.152], [0.276, -0.023, 0.126], [1.254, -1.014, -0.482], [-1.001, -0.250, -0.451], [-0.260, 1.515, 1.424], [1.484, 1.023, 1.716], [2.242, -0.983, -0.027], [0.824, -2.001, -0.355], [1.405, -0.881, -1.529], [-1.104, -1.216, -0.572], [-1.741, 0.251, 0.059], [-2.801, 1.937, 0.883], [-2.362, 2.661, 1.280], [-3.611, 2.149, 0.493], [-2.119, -3.443, -0.798], [-1.223, -3.736, -0.776], [-2.072, -2.861, -0.049], [3.544, 1.674, -0.883], [4.074, 2.505, -0.704], [2.653, 1.791, -0.508]],
  "forces_ev_per_a": [[0.92, -2.65, -2.55], [0.54, 0.99, 1.58], [0.20, 0.45, 1.28], [0.95, 2.58, 1.31], [-1.20, 0.89, 0.66], [-0.60, -0.29, -0.93], [-0.08, -0.01, 0.20], [0.10, -0.41, 0.10], [-0.15, 0.38, -0.83], [-0.74, -1.18, -0.49], [0.25, -0.57, -0.48], [1.45, -2.42, 0.31], [0.20, 1.38, 0.40], [-1.71, 1.02, -0.71], [-0.40, 0.19, -0.12], [1.11, -0.90, -0.54], [-0.74, 0.60, 0.77], [0.64, 1.21, 0.33], [-1.25, -1.45, -0.20], [0.51, 0.18, -0.08]],
  "mulliken_charge": [-1.057, 0.990, -1.293, -0.465, 0.124, 0.352, 0.332, 0.390, 0.304, 0.088, 0.295, -0.608, 0.289, 0.280, -0.650, 0.320, 0.325, -0.657, 0.308, 0.333]
}


Record 2
{
  "formula": "C5H6O2",
  "method": "ωB97M-V/def2-TZVPD",
  "e_tot_ha": -344.5584,
  "lumo_energy_ev": 0.1,
  "de_lowest_kcal_mol": 27.3,
  "species": ["C", "C", "C", "O", "C", "C", "O", "H", "H", "H", "H", "H", "H"],
  "coordinates": [[1.988, -0.042, -0.374], [0.674, -0.091, -0.194], [-0.448, -0.238, -1.183], [-1.568, 0.401, -0.574], [-1.465, 0.290, 0.831], [0.013, 0.069, 1.136], [0.528, 0.024, 2.229], [2.646, 0.106, 0.479], [2.443, -0.133, -1.358], [-0.261, 0.250, -2.143], [-0.666, -1.303, -1.368], [-1.823, 1.216, 1.293], [-2.060, -0.549, 1.225]],
  "forces_ev_per_a": [[-0.15, 0.00, 0.01], [0.22, -0.04, -0.07], [0.18, -0.08, -0.16], [-0.07, 0.04, -0.06], [-0.01, 0.01, 0.27], [0.10, 0.06, 0.36], [-0.23, 0.07, -0.47], [-0.11, -0.06, -0.09], [-0.08, 0.02, 0.14], [-0.02, -0.06, 0.14], [0.01, 0.14, 0.03], [0.05, -0.14, -0.03], [0.11, 0.06, -0.06]],
  "mulliken_charge": [-0.926, 0.540, -0.466, -0.359, -0.329, 0.443, -0.578, 0.300, 0.308, 0.333, 0.224, 0.270, 0.239]
}


Record 3
{
  "formula": "C52H46AsN6O4PtS2Te",
  "method": "ωB97M-V/def2-TZVPD",
  "total_charge": 1,
  "e_tot_ha": -6057.8724,
  "multiplicity": 5,
  "lumo_energy_ev": [-2.2, -5.3],
  "de_lowest_kcal_mol": 15.1,
  "species": ["Pt", "N", "C", "C", "C", "C", "C", "C", "S", "O", "O", "N", "C", "N", "C", "C", "C", "N", "H", "H", "H", "H", "H", "H", "H", "H", "H", "O", "S", "O", "N", "C", "C", "C", "C", "C", "C", "C", "C", "N", "C", "C", "C", "C", "C", "C", "C", "H", "H", "H", "H", "H", "H", "H", "H", "H", "H", "H", "C", "C", "C", "C", "C", "C", "Te", "C", "C", "C", "H", "H", "H", "H", "H", "H", "H", "H", "H", "H", "H", "C", "C", "C", "C", "C", "C", "As", "C", "C", "C", "C", "C", "C", "C", "C", "C", "C", "C", "C", "H", "H", "H", "H", "H", "H", "H", "H", "H", "H", "H", "H", "H", "H", "H"],
  "coordinates": [[0.215, 0.004, -0.777], [-3.982, -0.579, -5.950], [-3.197, -1.250, -5.024], [-1.882, -1.607, -5.331], [-1.085, -2.226, -4.383], [-1.586, -2.484, -3.117], [-2.898, -2.146, -2.803], [-3.693, -1.523, -3.743], [-0.627, -3.400, -1.958], [0.557, -3.860, -2.644], [-1.497, -4.361, -1.345], [-0.213, -2.243, -0.860], [0.805, -2.547, -0.020], [1.121, -3.782, 0.399], [2.148, -3.871, 1.228], [2.869, -2.769, 1.693], [2.472, -1.529, 1.224], [1.454, -1.427, 0.378], [-3.713, -0.683, -6.915], [-4.977, -0.647, -5.813], [-1.489, -1.411, -6.322], [-0.077, -2.526, -4.632], [-3.294, -2.393, -1.826], [-4.714, -1.255, -3.496], [2.412, -4.873, 1.553], [3.713, -2.881, 2.356], [2.959, -0.608, 1.515], [0.524, 2.798, 2.719], [-0.014, 1.548, 2.257], [0.823, 0.374, 2.489], [-0.438, 1.505, 0.726], [-1.300, 2.495, 0.225], [-1.784, 3.594, 0.900], [-2.686, 4.488, 0.285], [-3.112, 4.301, -0.996], [-2.627, 3.194, -1.730], [-3.011, 2.940, -3.067], [-2.488, 1.873, -3.734], [-1.566, 1.051, -3.066], [-1.202, 1.249, -1.820], [-1.719, 2.306, -1.126], [-1.520, 1.241, 3.152], [-2.480, 0.398, 2.599], [-3.616, 0.088, 3.333], [-3.777, 0.605, 4.613], [-2.815, 1.447, 5.154], [-1.685, 1.779, 4.418], [-1.462, 3.809, 1.908], [-3.038, 5.337, 0.856], [-3.809, 4.983, -1.465], [-3.720, 3.607, -3.544], [-2.757, 1.639, -4.755], [-1.112, 0.209, -3.573], [-2.353, 0.025, 1.588], [-4.380, -0.545, 2.899], [-4.665, 0.364, 5.185], [-2.948, 1.856, 6.147], [-0.933, 2.451, 4.817], [-1.780, -0.813, 9.323], [-1.373, -1.131, 7.914], [-0.170, -0.667, 7.392], [0.223, -0.943, 6.092], [1.541, -0.418, 5.599], [-0.643, -1.719, 5.294], [-0.161, -2.101, 3.329], [-1.855, -2.229, 5.804], [-2.795, -3.086, 5.002], [-2.194, -1.916, 7.109], [-1.025, -0.217, 9.834], [-1.938, -1.728, 9.895], [-2.720, -0.258, 9.336], [0.489, -0.081, 8.023], [2.220, -0.265, 6.436], [1.421, 0.534, 5.080], [2.031, -1.100, 4.900], [-2.333, -3.543, 4.125], [-3.646, -2.497, 4.652], [-3.182, -3.899, 5.615], [-3.121, -2.306, 7.516], [3.491, -1.539, -6.735], [3.648, -0.184, -6.473], [3.203, 0.351, -5.273], [2.581, -0.473, -4.339], [2.437, -1.833, -4.593], [2.893, -2.363, -5.794], [2.078, 0.184, -2.587], [3.806, 0.090, -1.719], [4.626, 1.189, -1.495], [5.883, 1.008, -0.930], [6.327, -0.265, -0.606], [5.517, -1.366, -0.850], [4.257, -1.189, -1.401], [1.723, 2.072, -2.817], [1.813, 2.906, -1.702], [1.322, 4.202, -1.753], [0.725, 4.673, -2.915], [0.621, 3.844, -4.023], [1.112, 2.545, -3.974], [3.846, -1.952, -7.671], [4.129, 0.459, -7.199], [3.360, 1.402, -5.069], [1.960, -2.484, -3.865], [2.779, -3.422, -5.987], [4.302, 2.184, -1.765], [6.518, 1.867, -0.754], [7.311, -0.401, -0.175], [5.866, -2.364, -0.615], [3.634, -2.055, -1.597], [2.238, 2.539, -0.776], [1.393, 4.835, -0.878], [0.337, 5.683, -2.954], [0.150, 4.204, -4.929], [0.996, 1.902, -4.838]],
  "forces_ev_per_a": [[0.31, -0.33, -0.15], [0.03, 0.02, 0.03], [-0.01, 0.03, 0.00], [-0.01, 0.00, -0.02], [0.04, -0.01, -0.03], [-0.05, -0.02, 0.06], [0.01, 0.04, 0.02], [0.02, 0.01, 0.01], [-0.10, -0.07, -0.01], [0.00, 0.08, 0.01], [-0.01, 0.00, 0.04], [0.33, -0.03, -0.09], [-0.10, -0.10, -0.01], [0.03, 0.04, -0.03], [0.01, 0.00, -0.02], [0.02, -0.02, 0.00], [-0.01, 0.02, -0.10], [-0.01, 0.03, 0.11], [0.00, -0.03, -0.01], [-0.02, 0.00, 0.00], [-0.01, -0.01, 0.01], [-0.06, -0.01, 0.00], [0.00, 0.00, -0.02], [0.01, 0.00, -0.01], [-0.02, 0.01, -0.02], [-0.01, 0.01, 0.00], [-0.01, -0.01, 0.00], [-0.02, 0.03, -0.04], [-0.11, -0.19, 0.05], [-0.02, 0.09, 0.13], [0.04, 0.39, -0.07], [0.06, -0.09, 0.05], [-0.02, 0.03, -0.05], [0.03, -0.02, 0.03], [-0.04, 0.02, -0.02], [0.00, 0.03, -0.03], [-0.02, 0.00, 0.03], [0.05, -0.03, -0.01], [-0.04, -0.01, -0.02], [-0.20, 0.03, -0.06], [0.03, -0.02, -0.03], [-0.01, -0.07, -0.04], [-0.02, 0.01, -0.06], [0.00, -0.02, 0.03], [0.01, 0.01, 0.01], [0.00, 0.01, 0.02], [0.08, -0.01, 0.07], [0.03, -0.05, 0.02], [0.00, 0.00, -0.01], [0.01, 0.00, 0.01], [0.01, -0.01, 0.00], [-0.03, 0.01, 0.03], [-0.01, -0.04, 0.00], [0.01, 0.00, 0.05], [0.01, 0.01, 0.01], [0.01, 0.00, -0.01], [0.00, 0.00, -0.02], [-0.02, -0.02, -0.02], [-0.01, 0.00, 0.01], [-0.04, 0.00, 0.02], [0.03, 0.01, -0.03], [-0.03, -0.03, -0.01], [0.02, 0.02, -0.02], [-0.01, 0.06, 0.07], [-0.01, 0.00, -0.04], [0.00, 0.01, 0.00], [-0.05, 0.00, -0.02], [-0.01, -0.02, 0.00], [0.00, 0.00, -0.01], [0.00, 0.01, -0.01], [0.02, -0.01, -0.01], [-0.01, -0.01, -0.02], [-0.01, 0.01, -0.02], [-0.03, 0.02, -0.03], [-0.01, -0.03, 0.00], [0.02, 0.00, 0.01], [0.02, -0.01, 0.00], [-0.01, 0.02, 0.01], [0.02, 0.01, -0.01], [0.01, 0.00, 0.01], [0.00, 0.00, -0.01], [0.03, -0.03, -0.01], [-0.05, -0.13, 0.00], [-0.13, 0.00, 0.03], [0.00, -0.01, 0.01], [-0.20, 0.33, 0.29], [0.07, -0.08, -0.08], [0.03, -0.05, 0.06], [-0.01, 0.01, 0.00], [0.01, -0.01, 0.01], [-0.03, -0.01, 0.01], [0.06, 0.02, 0.03], [0.00, 0.02, -0.09], [-0.07, 0.02, -0.01], [0.02, -0.01, 0.01], [0.01, 0.01, -0.02], [0.00, -0.01, 0.00], [0.04, 0.10, 0.05], [-0.01, 0.00, 0.01], [0.00, -0.01, 0.01], [-0.02, 0.04, 0.03], [0.08, 0.03, -0.03], [0.00, 0.01, 0.00], [0.00, 0.03, -0.03], [0.00, -0.01, 0.00], [-0.01, 0.00, 0.00], [0.00, 0.02, 0.00], [-0.02, -0.01, 0.00], [0.01, -0.02, 0.04], [0.00, -0.01, -0.02], [0.00, -0.01, 0.00], [0.00, 0.00, 0.02], [0.02, -0.04, -0.03]],
  "mulliken_charge": [1.747, -0.477, 0.880, -0.669, -0.456, -0.482, -0.578, -0.792, 1.351, -0.692, -0.704, -0.055, 0.099, -0.458, -0.687, -0.810, -0.426, 0.618, 0.237, 0.232, 0.365, 0.667, 0.550, 0.349, 0.499, 0.548, 0.407, -0.725, 0.473, -0.232, 0.142, 0.023, -0.481, -1.124, -1.011, 1.524, -1.191, -1.481, -0.110, 0.361, -0.230, 0.682, -0.699, -0.843, -0.558, -0.645, -0.650, 0.638, 0.423, 0.460, 0.464, 0.590, 0.806, 0.431, 0.507, 0.457, 0.504, 0.549, -1.612, 0.728, -0.963, 0.549, -1.450, 0.681, 0.955, 0.363, -1.877, -0.588, 0.378, 0.380, 0.341, 0.390, 0.515, 0.221, 0.292, 0.333, 0.254, 0.471, 0.507, -0.619, -0.760, -0.637, 0.414, -0.452, -0.578, 1.471, 0.903, -0.249, -0.795, -0.668, -0.791, -0.612, 0.572, -0.622, -0.963, -0.689, -0.877, -0.995, 0.409, 0.448, 0.441, 0.425, 0.507, 0.445, 0.446, 0.412, 0.484, 0.382, 0.508, 0.456, 0.435, 0.457, 0.509]
}


Record 4
{
  "formula": "C4H8N2O2S2",
  "method": "ωB97M-V/def2-TZVPD",
  "e_tot_ha": -1213.6184,
  "lumo_energy_ev": 0.3,
  "de_lowest_kcal_mol": 3.5,
  "species": ["N", "C", "O", "C", "S", "S", "C", "C", "N", "O", "H", "H", "H", "H", "H", "H", "H", "H"],
  "coordinates": [[-0.074, -1.904, 0.282], [1.306, -1.940, 0.113], [1.953, -2.798, 0.656], [2.150, -0.887, -0.655], [1.275, 0.545, -1.409], [0.907, 1.637, 0.270], [-0.627, 0.990, 0.922], [-1.716, 0.964, -0.091], [-2.012, 2.215, -0.430], [-2.142, -0.099, -0.577], [-0.472, -2.672, 0.822], [-0.627, -1.229, -0.313], [2.884, -0.561, 0.015], [2.606, -1.404, -1.562], [-0.415, 0.025, 1.460], [-0.805, 1.747, 1.687], [-2.661, 2.391, -1.249], [-1.531, 2.979, 0.059]],
  "forces_ev_per_a": [[1.30, 1.46, -1.75], [-1.15, 0.01, 0.45], [0.78, -0.81, 0.40], [-2.04, -1.03, -2.47], [0.25, -0.43, 0.53], [0.73, 0.36, -0.37], [0.90, -1.08, 2.11], [0.28, -1.80, -0.35], [-2.02, 1.19, -1.87], [0.18, 1.93, 0.42], [0.10, 0.49, -0.56], [0.21, -1.47, 1.12], [1.18, 0.51, 0.80], [-0.39, 0.46, 1.33], [-0.61, 0.98, -0.82], [-0.38, -0.06, 0.17], [1.27, -0.15, 1.67], [-0.59, -0.56, -0.80]],
  "mulliken_charge": [-0.343, 0.521, -0.614, -0.534, -0.083, -0.044, -1.047, 0.804, -0.375, -0.707, 0.200, 0.243, 0.352, 0.304, 0.439, 0.403, 0.263, 0.218]
}


Record 5
{
  "formula": "C5H9NO4",
  "method": "ωB97M-V/def2-TZVPD",
  "e_tot_ha": -551.5706,
  "lumo_energy_ev": 0.3,
  "de_lowest_kcal_mol": 74.8,
  "species": ["C", "N", "C", "O", "C", "C", "O", "C", "O", "H", "H", "H", "H", "H", "H", "H", "H", "O", "H"],
  "coordinates": [[0.598, -0.018, 2.192], [1.200, 0.753, 1.121], [0.093, 1.096, -1.066], [-1.038, 0.940, -0.677], [0.594, 2.408, -1.624], [1.013, 3.347, -0.513], [2.014, 2.679, 0.255], [1.646, 2.017, 1.361], [1.313, 2.658, 2.342], [-0.497, 0.005, 2.104], [0.953, -1.053, 2.118], [0.843, 0.329, 3.201], [1.444, 2.218, -2.295], [-0.183, 2.868, -2.251], [1.469, 4.256, -0.922], [0.168, 3.612, 0.134], [1.749, 0.074, 0.180], [1.073, -0.162, -1.472], [1.728, 0.075, -2.139]],
  "forces_ev_per_a": [[-0.08, -0.59, 0.26], [3.46, -2.80, -2.81], [-1.95, -1.47, -1.60], [3.30, -0.65, -0.68], [0.73, -0.11, -0.56], [0.08, -0.17, 0.54], [2.05, 0.27, -1.39], [-3.71, 1.02, 0.69], [0.99, -0.60, 0.32], [0.19, -0.06, -0.10], [-0.29, 0.18, -0.01], [0.17, 0.28, -0.40], [-0.11, 0.14, 0.34], [-0.10, -0.31, 0.37], [-0.15, -0.22, 0.14], [0.13, 0.01, -0.09], [-2.29, 2.83, 3.57], [-2.27, 1.73, 1.43], [-0.17, 0.53, -0.01]],
  "mulliken_charge": [-1.026, -0.200, 0.774, -0.477, -0.535, -0.513, -0.414, 0.662, -0.611, 0.271, 0.332, 0.330, 0.293, 0.326, 0.338, 0.336, 0.442, -0.639, 0.309]
}


Record 6
{
  "formula": "C3H6NP",
  "method": "ωB97M-V/def2-TZVPD",
  "e_tot_ha": -513.8802,
  "lumo_energy_ev": -0.4,
  "de_lowest_kcal_mol": 56.2,
  "species": ["H", "N", "P", "H", "C", "C", "C", "H", "H", "H", "H"],
  "coordinates": [[2.395, -1.395, 0.447], [1.662, -0.872, 0.879], [1.630, -1.474, 2.322], [0.764, -0.590, 2.843], [-0.386, 1.769, -1.094], [-0.992, 0.642, -1.113], [-1.413, -0.588, -0.791], [0.557, 1.970, -0.543], [-0.782, 2.646, -1.671], [-2.235, -0.600, -0.027], [-1.200, -1.509, -1.251]],
  "forces_ev_per_a": [[0.55, -0.50, -1.18], [0.01, 0.42, 0.31], [1.01, -1.02, -0.13], [-1.53, 1.13, 1.00], [0.55, 2.83, -0.79], [-0.21, -3.56, 1.23], [-1.36, 2.98, 0.71], [-0.87, -0.47, -0.19], [0.46, -0.95, 0.41], [0.97, -0.16, -0.54], [0.41, -0.70, -0.83]],
  "mulliken_charge": [0.218, -0.337, 0.105, 0.028, -0.584, 0.239, -0.632, 0.276, 0.221, 0.186, 0.281]
}